One molecule with the formula C3H7N3S in a non-equilibrium geometry, computed with ωB97M-V/def2-TZVPD.

The geometry in XYZ format:
```
14
Properties=species:S:1:pos:R:3:nbo_charge:R:1
C 0.39899 0.70629 -1.06343 -0.1973
C 1.45653 0.55112 0.00693 -0.2542
C -0.37330 -0.73347 0.82462 0.5516
H -2.51591 -0.43008 -1.99369 0.1537
H 0.68681 0.42051 -2.14717 0.2094
H 0.10648 1.75179 -1.08974 0.2030
H 2.39736 0.54157 -0.43464 0.2114
H 1.21452 1.42714 0.66929 0.1864
H 1.62424 -0.74827 1.55129 0.3833
H -1.90306 -1.53671 1.92582 0.3515
N -0.75827 -0.07905 -0.33642 -0.5681
N 1.05275 -0.83919 0.59350 -0.6058
N -0.81804 -1.23106 1.99108 -0.7636
S -2.56910 0.19941 -0.49744 0.1385
```

**SMILES**: [H]/N=C1/NCCN1S
**Energy relative to the best compared isomer or geometry (same formula, charge and spin)**: 3.782 eV
**Highest occupied orbital energy**: -8.757 eV
**Gap between HOMO and LUMO**: 8.9 eV
**Multiplicity**: 1